1.
Density functional theory data (ωB97M-V/def2-TZVPD) for a cluster of 9 separate species, C6H27NO9 in total.

Each line ends with the natural charge from an NBO analysis.
Geometry (Å):
C1 -1.586 -2.726 -0.376  -0.4218
N1 -1.330 -1.287 -0.583  -0.6690
C2 -0.267 -0.716 0.176  -0.0726
C3 -0.154 0.588 0.245  -0.2223
C4 0.958 1.330 1.046  -0.4221
C5 0.443 1.822 2.378  -0.5424
C6 -0.455 3.021 2.260  0.4441
O1 -1.129 3.006 1.246  -0.5697
H1 -0.785 -3.251 0.125  0.2013
H2 -1.544 -3.223 -1.299  0.1982
H3 -2.509 -2.930 0.185  0.1833
H4 -2.331 -0.868 -0.397  0.3967
H5 0.555 -1.375 0.467  0.1804
H6 -0.956 1.195 -0.065  0.2270
H7 1.883 0.688 1.147  0.2171
H8 1.176 2.165 0.321  0.2158
H9 -0.211 0.970 2.876  0.2886
H10 1.275 2.237 3.000  0.2088
H11 -0.370 3.924 2.844  0.1329
O2 0.891 2.242 -2.129  -0.9515
H12 1.593 2.771 -1.767  0.4888
H13 0.907 2.156 -3.006  0.4739
O3 0.899 -1.178 -3.097  -0.9792
H14 0.585 -0.365 -2.619  0.4897
H15 0.261 -1.416 -3.764  0.4910
O4 -2.126 0.359 -3.020  -0.9710
H16 -2.537 1.092 -2.631  0.4822
H17 -1.538 -0.058 -2.367  0.4815
O5 1.412 -3.134 2.298  -0.9821
H18 1.734 -2.444 1.659  0.4964
H19 2.003 -3.429 2.998  0.4874
O6 3.496 1.275 -1.185  -0.9613
H20 2.577 0.955 -1.259  0.4731
H21 3.975 0.522 -0.816  0.4855
O7 -1.702 -0.569 3.027  -0.9401
H22 -2.066 -1.140 3.695  0.4723
H23 -1.351 -1.153 2.386  0.4797
O8 2.959 -1.654 -0.913  -0.9651
H24 2.286 -1.291 -1.451  0.4843
H25 3.340 -2.345 -1.531  0.4812
O9 -3.289 1.365 -0.442  -0.9469
H26 -3.010 1.949 0.300  0.4918
H27 -3.960 0.920 0.038  0.4639

Properties
LUMO level: 0.394 eV
Total charge: 0
Energy relative to the best compared isomer or geometry (same formula, charge and spin): 69.1 kcal per mole
Gap between HOMO and LUMO: 8.483 eV


2.
Density functional theory data (ωB97M-V/def2-TZVPD) for a structure of composition C8H14ClCuN2O4.

Each line ends with the natural charge from an NBO analysis.
Geometry (Å):
Cu1 -0.400 0.117 0.533  0.0867
Cl1 2.512 -0.216 1.864  2.5693
O1 2.189 0.307 0.567  -0.8843
O2 3.699 0.261 2.426  -0.8492
O3 1.365 0.056 2.731  -0.9128
O4 2.557 -1.650 1.781  -0.9162
C1 -0.006 -4.808 -2.385  -0.6163
C2 0.044 -5.355 -0.894  -0.3665
C3 0.373 -4.294 0.155  -0.5387
C4 -0.388 -3.082 0.159  0.3224
N1 -1.026 -2.124 0.219  -0.3901
H1 1.020 -4.687 -2.731  0.2046
H2 -0.477 -3.826 -2.426  0.2283
H3 -0.474 -5.606 -2.962  0.2021
H4 0.744 -6.180 -0.765  0.2035
H5 -0.918 -5.805 -0.648  0.1933
H6 1.417 -4.155 0.433  0.2754
H7 0.015 -4.788 1.058  0.2475
C5 0.198 4.933 -0.523  -0.6162
C6 -1.045 5.492 0.128  -0.3713
C7 -2.193 4.397 0.260  -0.5160
C8 -1.736 3.242 1.067  0.2892
N2 -1.319 2.312 1.603  -0.3593
H8 -0.049 4.543 -1.511  0.2044
H9 0.806 4.182 -0.018  0.2419
H10 0.765 5.851 -0.671  0.1974
H11 -1.323 6.331 -0.510  0.1976
H12 -0.831 5.906 1.113  0.2029
H13 -2.362 3.923 -0.707  0.2361
H14 -3.157 4.722 0.652  0.2343

Properties
⟨S²⟩: 0.752
LUMO level (spin up / spin down): 2.974 / 2.955 eV
Total charge: -1
Multiplicity: 2
Gap between HOMO and LUMO (spin up / spin down): 3.700 / 7.714 eV


3.
Density functional theory data (ωB97M-V/def2-TZVPD) for a cluster of 10 separate species, C4H25NO11 in total.

Each line ends with the natural charge from an NBO analysis.
Geometry (Å):
O1 -0.444 2.282 2.854  -0.5578
C1 -1.351 2.276 2.033  0.4563
C2 -1.576 1.050 1.131  -0.5479
C3 -0.290 0.160 1.041  -0.2528
N1 -0.445 -0.801 -0.007  -0.6188
C4 -0.717 -2.127 0.249  0.5292
O2 -1.163 -2.953 -0.569  -0.7057
H1 -2.194 2.964 1.889  0.1181
H2 -2.411 0.347 1.484  0.2773
H3 -1.969 1.468 0.122  0.2150
H4 0.551 0.947 0.893  0.2430
H5 -0.117 -0.174 2.138  0.2247
H6 -0.574 -0.396 -0.930  0.4386
H7 -0.613 -2.658 1.259  0.1496
O3 0.775 -0.680 -3.215  -0.9409
H8 -0.128 -0.953 -2.976  0.4757
H9 0.620 -0.635 -4.150  0.4712
O4 2.251 -0.242 -0.809  -1.0390
H10 2.041 -0.615 -1.679  0.5080
H11 2.395 -0.831 -0.066  0.4973
O5 -1.709 0.434 -2.548  -0.9884
H12 -2.157 -0.379 -2.698  0.4957
H13 -2.328 1.134 -2.576  0.4752
O6 3.140 -0.045 2.360  -0.9477
H14 2.455 0.583 2.681  0.5130
H15 3.643 0.616 1.811  0.5004
O7 -4.138 -0.909 1.123  -0.9799
H16 -3.865 -1.815 1.287  0.4940
H17 -5.011 -0.733 0.724  0.4956
O8 -2.707 -1.990 -2.670  -0.9714
H18 -2.065 -2.645 -3.047  0.4854
H19 -2.767 -2.419 -1.776  0.5111
O9 2.738 2.481 -0.905  -0.9743
H20 2.284 1.761 -0.677  0.4925
H21 2.994 2.453 -1.835  0.4809
O10 2.818 -2.127 0.852  -0.9879
H22 3.618 -2.567 0.881  0.4692
H23 2.940 -1.287 1.453  0.4937
O11 1.927 2.623 1.705  -0.9874
H24 1.354 3.216 2.223  0.4868
H25 2.194 3.186 0.939  0.5025

Properties
LUMO level: 0.280 eV
Total charge: 0
Energy relative to the best compared isomer or geometry (same formula, charge and spin): 83.9 kcal per mole
Gap between HOMO and LUMO: 9.422 eV


4.
Density functional theory data (ωB97M-V/def2-TZVPD) for the ion C10H11IN3O with charge +1.

Each line ends with the natural charge from an NBO analysis.
Geometry (Å):
C1 -0.170 -3.420 -1.367  -0.4285
N1 -0.029 -2.196 -0.582  -0.4374
C2 -0.217 -1.992 0.733  0.6826
N2 -0.655 -2.929 1.529  -0.7580
N3 -0.003 -0.756 1.069  -0.5795
C3 0.612 -0.060 0.024  0.0291
I1 2.807 -0.342 0.411  0.1182
C4 0.270 1.387 -0.027  -0.1263
C5 -0.274 1.916 -1.151  -0.1912
C6 -0.728 3.191 -1.061  -0.1756
C7 -0.462 4.050 0.074  -0.1832
C8 0.231 3.525 1.199  -0.1779
C9 0.517 2.129 1.117  -0.2422
C10 0.409 -1.000 -1.215  0.6892
O1 0.610 -0.818 -2.351  -0.4743
H1 -0.348 -3.097 -2.452  0.2805
H2 0.642 -4.211 -1.301  0.2432
H3 -1.020 -3.871 -0.771  0.1987
H4 -0.543 -2.858 2.596  0.4486
H5 -0.822 -3.922 1.214  0.4449
H6 -0.121 -0.352 2.028  0.4624
H7 -0.660 1.218 -1.969  0.2377
H8 -1.481 3.549 -1.762  0.2343
H9 -0.549 5.135 0.065  0.2379
H10 0.697 3.922 2.153  0.2482
H11 1.288 1.803 1.796  0.2189

Properties
LUMO level: -4.210 eV
Total charge: +1
Energy relative to the best compared isomer or geometry (same formula, charge and spin): 13.8 kcal per mole
Gap between HOMO and LUMO: 8.017 eV


Calculated values (hartree/bohr) of largest force on an atom for the records, taken in order: 0.1123, 0.0909, 0.1277, 0.0796.